## a
Entry from the Open Molecules 2025 dataset: C4H9BO2 in the gas phase (wB97M-V/def2-TZVPD).

Each atom is followed by the atoms it is bonded to, with distances in Å.
Positions of all 16 atoms, in Å:
1 B 0.798 0.226 0.225  C2 1.688, C3 1.560, C4 1.571
2 C -0.858 -0.050 0.051  B1 1.688, O6 1.209, O7 1.319
3 C 1.657 -0.267 -0.980  B1 1.560, H8 1.064, H9 1.073, H10 1.058
4 C 1.466 0.454 1.628  B1 1.571, H11 1.095, H12 1.145, H13 1.053
5 C -2.960 0.452 0.764  O7 1.377, H14 1.103, H15 1.141, H16 1.072
6 O -1.237 -0.938 -0.678  C2 1.209
7 O -1.620 0.769 0.750  C2 1.319, C5 1.377
8 H 1.733 0.338 -1.852  C3 1.064
9 H 1.264 -1.039 -1.613  C3 1.073
10 H 2.672 -0.550 -0.890  C3 1.058
11 H 1.366 -0.446 2.244  C4 1.095
12 H 0.925 1.166 2.344  C4 1.145
13 H 2.477 0.747 1.672  C4 1.053
14 H -3.344 0.784 1.743  C5 1.103
15 H -3.113 -0.622 0.413  C5 1.141
16 H -3.424 1.071 0.022  C5 1.072

Summary:
- Net charge: 0
- Kohn-Sham gap: 10.215 eV

## b
Entry from the Open Molecules 2025 dataset: C4H9BO2 in the gas phase (wB97M-V/def2-TZVPD).

Each atom is followed by the atoms it is bonded to, with distances in Å.
Positions of all 16 atoms, in Å:
1 B -0.579 -0.205 0.319  C3 1.631, C4 1.677, O6 1.341
2 C -0.542 2.097 1.577  C3 1.383, H8 1.059, H9 1.055
3 C 0.037 1.272 0.631  B1 1.631, C2 1.383, H11 1.051
4 C 0.158 -1.233 -0.782  B1 1.677, C5 1.517, O7 1.391, H10 1.197
5 C 0.927 -0.553 -1.899  C4 1.517, H12 1.030, H13 1.099, H14 1.094
6 O -1.798 -0.224 0.879  B1 1.341, H15 0.881
7 O 0.958 -1.855 0.171  C4 1.391, H16 0.916
8 H -1.433 1.877 2.105  C2 1.059
9 H -0.049 2.966 1.916  C2 1.055
10 H -0.485 -2.048 -1.378  C4 1.197
11 H 1.059 1.372 0.407  C3 1.051
12 H 0.447 -0.459 -2.805  C5 1.030
13 H 1.760 -1.268 -1.959  C5 1.099
14 H 1.283 0.326 -1.352  C5 1.094
15 H -2.029 0.251 1.584  O6 0.881
16 H 0.285 -2.316 0.587  O7 0.916

Summary:
- Net charge: 0
- Kohn-Sham gap: 9.976 eV

Result of the stability comparison: a is the most stable of them.

## a
Entry from the Open Molecules 2025 dataset: C5H13N2O in the gas phase (wB97M-V/def2-TZVPD).

Each atom is followed by the atoms it is bonded to, with distances in Å.
Positions of all 21 atoms, in Å:
1 N -0.558 2.134 1.729  C2 1.492, H9 1.024, H11 1.012
2 C -0.598 1.466 0.395  N1 1.492, C3 1.532, H12 1.141, H13 1.090
3 C 0.055 0.090 0.552  C2 1.532, N4 1.341, O8 1.308
4 N 0.258 -0.911 -0.317  C3 1.341, C5 1.478, C7 1.475
5 C 0.352 -0.985 -1.790  N4 1.478, C6 1.531, H14 1.122, H15 1.094
6 C -0.432 0.149 -2.457  C5 1.531, H16 1.074, H17 1.090, H18 1.102
7 C 0.769 -2.190 0.210  N4 1.475, H19 1.115, H20 1.093, H21 1.087
8 O 0.332 -0.061 1.821  C3 1.308, H10 1.152
9 H 0.137 2.884 1.673  N1 1.024
10 H 0.005 0.940 2.288  O8 1.152
11 H -1.406 2.441 2.189  N1 1.012
12 H -1.716 1.547 0.177  C2 1.141
13 H -0.248 1.974 -0.504  C2 1.090
14 H 1.407 -0.896 -2.165  C5 1.122
15 H -0.087 -1.929 -2.126  C5 1.094
16 H -0.102 1.117 -2.130  C6 1.074
17 H -0.418 0.033 -3.541  C6 1.090
18 H -1.523 0.060 -2.327  C6 1.102
19 H 1.786 -2.282 -0.239  C7 1.115
20 H 0.037 -2.973 -0.006  C7 1.093
21 H 1.030 -2.021 1.251  C7 1.087

Summary:
- Net charge: 0
- 2S+1: 2
- Kohn-Sham gap (alpha / beta): 4.653 / 9.454 eV

## b
Entry from the Open Molecules 2025 dataset: C5H13N2O in the gas phase (wB97M-V/def2-TZVPD).

Each atom is followed by the atoms it is bonded to, with distances in Å.
Positions of all 21 atoms, in Å:
1 C -1.008 2.807 -0.151  O2 1.401, C3 1.549, H9 1.085, H10 1.147
2 O -1.318 3.646 0.927  C1 1.401, H11 0.961
3 C -0.053 1.719 0.400  C1 1.549, C4 1.550, H12 1.070, H13 1.100
4 C -0.086 0.429 -0.459  C3 1.550, C5 1.559, H14 1.091, H15 1.119
5 C 0.821 -0.649 0.209  C4 1.559, N8 1.523, H16 1.071, H17 1.099
6 N 1.304 -3.306 -1.095  C7 1.350, H18 1.010, H19 1.002
7 C 0.408 -3.122 -0.101  N6 1.350, N8 1.368, H20 1.097
8 N -0.024 -1.908 0.361  C5 1.523, C7 1.368, H21 1.005
9 H -0.459 3.262 -0.970  C1 1.085
10 H -1.942 2.212 -0.447  C1 1.147
11 H -2.113 4.152 0.744  O2 0.961
12 H -0.115 1.463 1.437  C3 1.070
13 H 0.917 2.188 0.178  C3 1.100
14 H -1.099 0.123 -0.723  C4 1.091
15 H 0.295 0.794 -1.446  C4 1.119
16 H 1.720 -0.745 -0.364  C5 1.071
17 H 0.776 -0.376 1.273  C5 1.099
18 H 1.721 -2.497 -1.534  N6 1.010
19 H 1.530 -4.221 -1.432  N6 1.002
20 H 0.101 -4.056 0.384  C7 1.097
21 H -0.607 -1.860 1.178  N8 1.005

Summary:
- Net charge: 0
- 2S+1: 2
- Kohn-Sham gap (alpha / beta): 5.083 / 9.689 eV

Result of the stability comparison: b is the most stable of them.

## a
Entry from the Open Molecules 2025 dataset: C4H8S in the gas phase (wB97M-V/def2-TZVPD).

Each atom is followed by the atoms it is bonded to, with distances in Å.
Positions of all 13 atoms, in Å:
1 C -1.997 -1.500 -0.092  C2 1.399, H6 1.059, H7 1.105
2 C -0.849 -0.706 0.003  C1 1.399, C3 1.759, H8 1.161
3 C 0.670 0.031 -0.493  C2 1.759, C4 1.560, S5 1.830, H9 1.112
4 C 0.734 1.521 -0.034  C3 1.560, H10 1.013, H11 1.189, H12 1.058
5 S 2.109 -0.928 0.104  C3 1.830, H13 1.366
6 H -2.701 -1.644 0.686  C1 1.059
7 H -2.223 -1.980 -1.061  C1 1.105
8 H -0.768 -0.154 1.021  C2 1.161
9 H 0.580 0.207 -1.588  C3 1.112
10 H 0.777 1.631 0.972  C4 1.013
11 H -0.107 2.125 -0.620  C4 1.189
12 H 1.593 2.057 -0.340  C4 1.058
13 H 2.182 -0.660 1.442  S5 1.366

Summary:
- Net charge: 0
- Kohn-Sham gap: 10.001 eV

## b
Entry from the Open Molecules 2025 dataset: 4 unconnected molecules or ions with the total composition C4H8S (wB97M-V/def2-TZVPD).

Each atom is followed by the atoms it is bonded to, with distances in Å.
Positions of all 13 atoms, in Å:
1 C -1.655 0.144 0.988  C2 1.684, H5 1.186, H6 1.191, H7 1.254
2 C -0.225 0.894 0.512  C1 1.684, C3 1.525, H8 1.229, S13 1.948
3 C 0.983 -0.010 0.288  C2 1.525, C4 1.405, H9 1.140, S13 1.936
4 C 1.038 -1.351 0.702  C3 1.405
5 H -2.017 0.408 2.086  C1 1.186
6 H -1.329 -0.960 0.682  C1 1.191
7 H -2.465 0.778 0.272  C1 1.254
8 H 0.201 2.035 0.347  C2 1.229
9 H 1.902 0.594 -0.014  C3 1.140
10 H -0.056 -1.603 1.639  no bonds
11 H 1.253 -2.262 -0.470  no bonds
12 H 2.507 -1.296 1.705  no bonds
13 S -0.053 0.266 -1.324  C2 1.948, C3 1.936

Summary:
- Net charge: 0
- Kohn-Sham gap: 8.685 eV

Result of the stability comparison: a is the most stable of them.

## a
Entry from the Open Molecules 2025 dataset: 2 unconnected molecules or ions with the total composition C3H11NO2S (wB97M-V/def2-TZVPD).

Each atom is followed by the atoms it is bonded to, with distances in Å.
Positions of all 18 atoms, in Å:
1 C 0.121 -0.137 -0.583  C2 1.552, N4 1.464, H7 1.092, H8 1.090
2 C -0.225 1.225 0.077  C1 1.552, S3 1.827, H9 1.077, H10 1.069
3 S -2.008 1.602 0.213  C2 1.827, H11 1.339
4 N 1.414 0.018 -1.252  C1 1.464, C5 1.437, H12 0.998
5 C 2.563 -0.154 -0.406  N4 1.437, O6 1.423, H13 1.089, H14 1.088
6 O 3.379 -1.253 -0.798  C5 1.423, H15 0.961
7 H -0.586 -0.291 -1.401  C1 1.092
8 H -0.002 -0.977 0.100  C1 1.090
9 H 0.321 1.274 1.003  C2 1.077
10 H 0.128 1.966 -0.608  C2 1.069
11 H -2.386 1.229 -1.016  S3 1.339
12 H 1.456 -0.392 -2.161  N4 0.998
13 H 2.228 -0.439 0.590  C5 1.089
14 H 3.163 0.748 -0.314  C5 1.088
15 H 4.119 -0.975 -1.343  O6 0.961
16 H -4.002 -0.593 2.747  O18 0.956
17 H -5.314 -1.380 2.503  O18 0.961
18 O -4.369 -1.471 2.651  H16 0.956, H17 0.961

Summary:
- Net charge: 0
- Kohn-Sham gap: 9.749 eV

## b
Entry from the Open Molecules 2025 dataset: 2 unconnected molecules or ions with the total composition C3H11NO2S (wB97M-V/def2-TZVPD).

Each atom is followed by the atoms it is bonded to, with distances in Å.
Positions of all 18 atoms, in Å:
1 C -0.810 -0.813 1.997  O2 1.549, C3 1.590, H7 1.060, H8 1.114
2 O -1.942 0.155 2.423  C1 1.549, H9 0.973
3 C -0.026 0.230 1.089  C1 1.590, C4 1.442, N6 1.462, H10 1.089
4 C 1.377 0.043 1.367  C3 1.442, S5 1.914, H11 1.085, H12 1.089
5 S 2.631 1.203 0.504  C4 1.914, H13 1.400
6 N -0.391 -0.136 -0.279  C3 1.462, H14 0.987, H15 1.017
7 H -1.101 -1.633 1.392  C1 1.060
8 H -0.217 -1.113 2.890  C1 1.114
9 H -1.638 0.980 2.839  O2 0.973
10 H -0.210 1.302 1.127  C3 1.089
11 H 1.497 0.096 2.445  C4 1.085
12 H 1.340 -1.021 1.138  C4 1.089
13 H 2.529 2.221 -0.452  S5 1.400
14 H 0.090 0.296 -1.024  N6 0.987
15 H -1.334 0.089 -0.585  N6 1.017
16 H -2.513 -2.133 -5.501  O18 0.912
17 H -3.725 -1.842 -6.309  O18 1.014
18 O -2.723 -1.692 -6.272  H16 0.912, H17 1.014

Summary:
- Net charge: 0
- Kohn-Sham gap: 9.593 eV

Result of the stability comparison: a is the most stable of them.